DFT (ωB97M-V with the def2-TZVPD basis set) results for the molecule C4H8N2 in a non-equilibrium geometry.

Computed properties:
Multiplicity: 1
ΔE to the lowest compared entry with this formula, charge and spin, kJ/mol: 569.9
Total energy, hartree: -266.50494
Lowest unoccupied orbital energy, Eh: 0.0319
Frontier orbital gap, eV: 9.58
Structure (SMILES): C1N[C@@H]1[C@H]1CN1

Element x y z (Å)
C  -0.4080  0.5343  1.9182
N  -0.8593  -0.8428  1.4326
C  -0.7162  0.3855  0.4872
C  0.3045  0.4420  -0.4805
C  0.1515  -0.6277  -1.8067
N  0.4570  0.9153  -1.9043
H  -0.8950  1.1608  2.5871
H  0.6485  0.8017  2.1146
H  -0.0677  -1.6451  1.6695
H  -1.8036  0.4049  0.0455
H  1.4185  0.1211  -0.1496
H  0.9049  -1.5369  -1.9744
H  -0.7501  -1.1116  -2.0350
H  1.6150  0.9983  -1.9042

Forces on atoms 1 to 2 (eV/Å):
C 1.1 -0.7 -1.2
N 2.7 0.0 1.8

---

DFT (ωB97M-V with the def2-TZVPD basis set) results for the molecule C4H8N2 in a non-equilibrium geometry.

Computed properties:
Multiplicity: 1
ΔE to the lowest compared entry with this formula, charge and spin, kJ/mol: 517.3
Total energy, hartree: -266.52499
Lowest unoccupied orbital energy (spin up / spin down), Eh: 0.0319 / 0.0319
Frontier orbital gap (spin up / spin down), eV: 8.26 / 8.26

Element x y z (Å)
C  1.0217  0.0056  -0.0723
C  2.2556  0.4061  -0.1183
C  0.2615  -1.1765  0.0181
C  -1.0189  1.2909  -0.1574
N  -1.1818  -0.9190  -0.3505
N  -1.7984  0.2239  0.1514
H  2.3604  1.4950  0.1057
H  3.1807  -0.0822  -0.4500
H  0.5000  -2.0122  -0.5829
H  0.3430  -1.4974  1.0520
H  -1.2254  2.0305  0.5776
H  -0.9205  1.5260  -1.2190
H  -1.7254  -1.6482  -0.0921
H  -2.0524  0.3576  1.1377

Forces on atoms 1 to 2 (eV/Å):
C -1.8 1.9 0.0
C 0.8 2.3 -0.2

---

DFT (ωB97M-V with the def2-TZVPD basis set) results for the molecule C4H8N2.

Computed properties:
Multiplicity: 1
ΔE to the lowest compared entry with this formula, charge and spin, kJ/mol: 235.1
Total energy, hartree: -266.63247
Lowest unoccupied orbital energy, Eh: 0.0186
Frontier orbital gap, eV: 7.18
Structure (SMILES): [H]/N=C(C)/C=C/N

Element x y z (Å)
H  -1.7393  1.4586  0.6189
N  -1.0893  0.9914  -0.0090
C  -0.2589  0.2098  0.6396
C  -0.2440  0.0849  2.1502
C  0.6915  -0.5286  -0.1109
C  0.7158  -0.0325  -1.4586
N  0.1385  -0.6651  -2.4331
H  0.2365  0.9631  2.5906
H  0.2936  -0.8039  2.4834
H  -1.2656  0.0369  2.5348
H  1.6341  -0.8322  0.3307
H  1.1904  0.9086  -1.7707
H  0.0600  -0.2742  -3.3661
H  -0.3633  -1.5166  -2.1998

Forces on atoms 1 to 2 (eV/Å):
H 0.1 -0.1 0.0
N 0.1 -0.2 0.1

---

DFT (ωB97M-V with the def2-TZVPD basis set) results for the molecule C4H8N2 in a non-equilibrium geometry.

Computed properties:
Multiplicity: 1
ΔE to the lowest compared entry with this formula, charge and spin, kJ/mol: 571.4
Total energy, hartree: -266.50438
Lowest unoccupied orbital energy, Eh: 0.0337
Frontier orbital gap, eV: 7.52

Element x y z (Å)
C  0.9596  -0.2273  -1.0735
C  -1.1309  1.0219  -0.1418
C  -0.7787  0.3254  1.2188
C  1.2395  -0.8561  0.2152
H  1.4574  -0.7033  -1.9257
H  1.6210  0.8697  -0.8895
H  -1.3794  -0.3926  -1.3895
H  -2.2040  0.8944  -0.4477
H  -0.7268  2.0074  -0.1711
H  -1.0345  0.3980  2.4545
H  0.4532  -1.0742  1.9000
H  1.6596  -2.0838  0.3056
N  -0.4491  0.3312  -1.2483
N  0.3132  -0.5108  1.1932

Forces on atoms 1 to 2 (eV/Å):
C 1.1 4.5 1.2
C 1.1 -1.2 1.2

---

DFT (ωB97M-V with the def2-TZVPD basis set) results for the molecule C4H8N2 in a non-equilibrium geometry.

Computed properties:
Multiplicity: 1
ΔE to the lowest compared entry with this formula, charge and spin, kJ/mol: 331.1
Total energy, hartree: -266.59590
Lowest unoccupied orbital energy, Eh: 0.0334
Frontier orbital gap, eV: 9.23
Structure (SMILES): C1=NNCCC1

Element x y z (Å)
C  -0.6475  -1.1168  0.0089
N  0.7136  -1.2770  0.0485
N  1.4113  -0.1694  -0.2682
C  0.7944  1.1222  0.2674
C  -0.6253  1.0697  -0.2062
C  -1.5446  -0.0019  0.0713
H  -1.2827  -1.9092  0.1272
H  2.2800  -0.2690  0.1484
H  0.8740  0.9966  1.2733
H  1.4598  1.8216  -0.0895
H  -1.2170  2.0599  0.0949
H  -0.4389  0.9590  -1.3100
H  -2.4382  0.0517  -0.6819
H  -1.9734  -0.0247  1.1275

Forces on atoms 1 to 2 (eV/Å):
C 4.3 -2.7 0.5
N -6.0 -0.1 -1.0

---

DFT (ωB97M-V with the def2-TZVPD basis set) results for the molecule C4H8N2 in a non-equilibrium geometry.

Computed properties:
Multiplicity: 1
ΔE to the lowest compared entry with this formula, charge and spin, kJ/mol: 21.5
Total energy, hartree: -266.71380
Lowest unoccupied orbital energy, Eh: 0.0309
Frontier orbital gap, eV: 11.14
Structure (SMILES): CC(C)(N)C#N

Element x y z (Å)
C  -0.8147  1.0664  -0.5787
C  -0.0341  -0.0905  0.0748
C  1.4921  0.0947  0.0463
N  -0.3446  -1.3275  -0.6413
C  -0.5356  -0.2034  1.4874
N  -1.0294  -0.3880  2.5198
H  -1.8077  1.1217  -0.1257
H  -0.9329  0.8970  -1.6532
H  -0.3204  2.0294  -0.4252
H  1.8648  -0.1401  -0.9564
H  1.9728  -0.5884  0.7540
H  1.7872  1.1163  0.3016
H  0.0534  -2.1182  -0.1402
H  -1.3509  -1.4694  -0.6632

Forces on atoms 1 to 2 (eV/Å):
C 0.0 0.1 0.0
C 0.0 0.1 0.1

---

DFT (ωB97M-V with the def2-TZVPD basis set) results for the molecule C4H8N2.

Computed properties:
Multiplicity: 1
ΔE to the lowest compared entry with this formula, charge and spin, kJ/mol: 187.0
Total energy, hartree: -266.65079
Lowest unoccupied orbital energy, Eh: 0.0350
Frontier orbital gap, eV: 8.41
Structure (SMILES): C=C=C(N)NC

Element x y z (Å)
C  1.3289  -2.3568  -0.6970
C  0.7708  -1.2651  -0.2708
C  0.0710  -0.2787  0.2471
N  0.2463  0.1469  1.5768
N  -0.9439  0.3657  -0.4739
C  -1.2037  1.7707  -0.2570
H  0.8898  -3.3362  -0.5432
H  2.2681  -2.3486  -1.2349
H  0.3824  1.1450  1.6697
H  0.9884  -0.3634  2.0347
H  -0.9178  0.1083  -1.4510
H  -1.5199  1.9216  0.7752
H  -2.0216  2.0717  -0.9093
H  -0.3387  2.4187  -0.4663

Forces on atoms 1 to 2 (eV/Å):
C 0.1 -0.3 -0.1
C -0.1 0.2 0.1

---

DFT (ωB97M-V with the def2-TZVPD basis set) results for the molecule C4H8N2 in a non-equilibrium geometry.

Computed properties:
Multiplicity: 1
ΔE to the lowest compared entry with this formula, charge and spin, kJ/mol: 112.0
Total energy, hartree: -266.67935
Lowest unoccupied orbital energy, Eh: 0.0365
Frontier orbital gap, eV: 10.06
Structure (SMILES): C=N/C(C)=N\C

Element x y z (Å)
C  -1.3365  -1.1252  0.9676
N  -1.0578  -0.3645  0.0181
C  0.1664  -0.0524  -0.5287
C  0.5442  -0.8579  -1.7354
N  0.8879  0.9234  -0.1747
C  0.5316  1.7313  0.9630
H  -0.6097  -1.7344  1.5118
H  -2.3703  -1.2024  1.2814
H  -0.2467  -0.8002  -2.4806
H  0.6776  -1.9029  -1.4583
H  1.4677  -0.4647  -2.1469
H  1.2496  2.5480  1.0195
H  0.5742  1.1595  1.8953
H  -0.4781  2.1422  0.8678

Forces on atoms 1 to 2 (eV/Å):
C 0.2 -0.3 0.3
N -0.9 0.5 -0.1

---

DFT (ωB97M-V with the def2-TZVPD basis set) results for the molecule C4H8N2 in a non-equilibrium geometry.

Computed properties:
Multiplicity: 1
ΔE to the lowest compared entry with this formula, charge and spin, kJ/mol: 89.3
Total energy, hartree: -266.68799
Lowest unoccupied orbital energy, Eh: 0.0304
Frontier orbital gap, eV: 9.99
Structure (SMILES): CN(C)CC#N

Element x y z (Å)
C  -0.7279  1.4265  -0.0078
N  -0.0340  0.1866  0.2702
C  -0.9124  -0.8863  0.6879
C  0.9095  -0.2353  -0.7422
C  2.1271  -0.7633  -0.0956
N  3.0786  -1.1389  0.4428
H  -1.5874  1.3162  -0.6938
H  -0.0278  2.1501  -0.4370
H  -1.0975  1.8465  0.9338
H  -0.3188  -1.7269  1.0626
H  -1.5618  -1.2529  -0.1317
H  -1.5585  -0.5406  1.5013
H  1.2034  0.6182  -1.3619
H  0.5074  -0.9999  -1.4284

Forces on atoms 1 to 2 (eV/Å):
C -0.1 0.2 0.0
N -0.1 0.0 0.0

---

DFT (ωB97M-V with the def2-TZVPD basis set) results for the molecule C4H8N2 in a non-equilibrium geometry.

Computed properties:
Multiplicity: 1
ΔE to the lowest compared entry with this formula, charge and spin, kJ/mol: 105.5
Total energy, hartree: -266.68182
Lowest unoccupied orbital energy, Eh: 0.0328
Frontier orbital gap, eV: 9.43
Structure (SMILES): [H]/N=C\N/C=C\C

Element x y z (Å)
H  1.5302  -2.4028  -1.1097
N  2.2987  -1.7374  -1.0843
C  2.0083  -0.5940  -0.6403
N  1.0038  -0.0997  0.1571
C  -0.2461  -0.6549  -0.0686
C  -1.3868  0.0309  0.1049
C  -1.5640  1.3883  0.7086
H  2.7622  0.2093  -0.7679
H  1.0490  0.8714  0.4268
H  -0.2728  -1.7069  -0.3128
H  -2.3077  -0.5218  -0.0194
H  -0.6485  1.9754  0.6870
H  -1.8891  1.3052  1.7474
H  -2.3371  1.9370  0.1713

Forces on atoms 1 to 2 (eV/Å):
H 0.0 -0.1 0.6
N -0.6 0.0 -1.0

---

DFT (ωB97M-V with the def2-TZVPD basis set) results for C4H8N2 as an isolated structure in a non-equilibrium geometry.

Computed properties:
Multiplicity: 1
ΔE to the lowest compared entry with this formula, charge and spin, kJ/mol: 282.6
Total energy, hartree: -266.61436
Lowest unoccupied orbital energy, Eh: 0.0381
Frontier orbital gap, eV: 8.96

Element x y z (Å)
C  1.7130  0.0289  0.3999
N  0.6010  -0.7767  0.1992
C  -0.4341  -0.0821  -0.5557
C  -1.8075  -0.7085  -0.3563
C  -0.3998  1.4518  -0.1958
N  0.7337  1.6479  0.3419
H  2.3834  0.1202  -0.4590
H  2.2680  -0.2251  1.3148
H  1.3675  2.2975  0.7524
H  0.2214  -1.0837  1.0887
H  -0.1705  -0.0979  -1.6233
H  -2.5551  -0.1511  -0.9274
H  -1.8188  -1.7546  -0.6797
H  -2.1022  -0.6664  0.7004

Forces on atoms 1 to 2 (eV/Å):
C -0.9 0.9 -0.2
N -0.2 -0.3 0.1

---

DFT (ωB97M-V with the def2-TZVPD basis set) results for the molecule C4H8N2 in a non-equilibrium geometry.

Computed properties:
Multiplicity: 1
ΔE to the lowest compared entry with this formula, charge and spin, kJ/mol: 332.0
Total energy, hartree: -266.59555
Lowest unoccupied orbital energy, Eh: 0.0092
Frontier orbital gap, eV: 7.84
Structure (SMILES): C=C/N=C(\C)N

Element x y z (Å)
C  -1.7352  -1.4680  0.2224
C  -0.9565  -1.0197  -0.7681
N  -0.3422  0.2142  -0.8382
C  0.0747  0.8911  0.2048
C  1.4061  -0.1697  0.3879
N  0.3660  2.1938  -0.0237
H  -2.2632  -2.4031  0.1197
H  -1.8370  -0.9259  1.1470
H  -0.8521  -1.5901  -1.6866
H  1.8487  0.2724  1.2768
H  1.1237  -1.1805  0.6682
H  2.1336  -0.1454  -0.4210
H  0.9557  2.7082  0.6065
H  0.0776  2.6228  -0.8957

Forces on atoms 1 to 2 (eV/Å):
C 0.3 -0.2 0.0
C 0.3 0.2 -0.1

---

DFT (ωB97M-V with the def2-TZVPD basis set) results for the molecule C4H8N2 in a non-equilibrium geometry.

Computed properties:
Multiplicity: 1
ΔE to the lowest compared entry with this formula, charge and spin, kJ/mol: 463.3
Total energy, hartree: -266.54556
Lowest unoccupied orbital energy, Eh: 0.0237
Frontier orbital gap, eV: 8.48

Element x y z (Å)
C  0.5235  0.3514  1.2283
C  -3.0396  0.1113  -0.3565
C  2.0691  -0.5448  -0.6172
C  1.8659  0.3030  0.6548
N  -1.7644  0.6563  0.4173
N  -0.5800  0.3577  0.6506
H  -3.7435  0.1103  0.4402
H  -2.8577  -0.9861  -0.6086
H  -3.4057  0.8928  -1.0959
H  3.0585  -0.7805  -0.8769
H  1.5549  0.0001  -1.3144
H  1.5665  -1.5975  -0.5149
H  2.2192  1.3081  0.5322
H  2.5333  -0.1821  1.4610

Forces on atoms 1 to 2 (eV/Å):
C -4.1 -0.9 -2.0
C 3.0 -0.9 1.1

---

DFT (ωB97M-V with the def2-TZVPD basis set) results for the molecule C4H8N2 in a non-equilibrium geometry.

Computed properties:
Multiplicity: 1
ΔE to the lowest compared entry with this formula, charge and spin, kJ/mol: 409.0
Total energy, hartree: -266.56622
Lowest unoccupied orbital energy, Eh: 0.0299
Frontier orbital gap, eV: 7.04

Element x y z (Å)
C  -0.3403  -1.2827  0.0507
C  1.2695  0.2892  0.3854
C  0.3596  1.3153  -0.0815
C  -1.4037  -0.2786  0.1151
H  -0.5067  -2.1132  -0.5747
H  -0.1901  -1.5461  1.0982
H  0.7671  -0.4349  -1.3656
H  1.6951  0.0279  1.3436
H  2.1891  0.5130  -0.1391
H  0.3767  2.3317  -0.3191
H  -1.7220  1.6689  -0.2861
H  -2.5008  -0.5383  0.3392
N  0.9633  -0.8366  -0.4462
N  -0.9567  0.8843  -0.1197

Forces on atoms 1 to 2 (eV/Å):
C 1.1 -1.2 1.3
C 3.7 1.3 -3.0

---

DFT (ωB97M-V with the def2-TZVPD basis set) results for the molecule C4H8N2 in a non-equilibrium geometry.

Computed properties:
Multiplicity: 1
ΔE to the lowest compared entry with this formula, charge and spin, kJ/mol: 301.6
Total energy, hartree: -266.60712
Lowest unoccupied orbital energy, Eh: 0.0380
Frontier orbital gap, eV: 8.99
Structure (SMILES): C=NN=C(C)C

Element x y z (Å)
C  1.6694  -0.6975  -2.0568
N  0.9328  -0.0235  -1.2235
N  -0.1895  0.3196  -0.8562
C  -0.6035  0.1681  0.3703
C  -1.6694  1.2410  0.6367
C  0.2650  -0.6857  1.3079
H  2.7295  -0.5502  -2.0694
H  1.3558  -1.5885  -2.6043
H  -2.3580  1.4327  -0.2861
H  -1.1215  2.1111  0.9058
H  -2.3551  1.0014  1.4368
H  0.8474  -1.3803  0.6729
H  0.9367  -0.0550  1.8401
H  -0.4397  -1.2931  1.9258

Forces on atoms 1 to 2 (eV/Å):
C -2.5 0.0 1.8
N 6.2 -1.2 -2.9

---

DFT (ωB97M-V with the def2-TZVPD basis set) results for the molecule C4H8N2 in a non-equilibrium geometry.

Computed properties:
Multiplicity: 1
ΔE to the lowest compared entry with this formula, charge and spin, kJ/mol: 299.6
Total energy, hartree: -266.60790
Lowest unoccupied orbital energy, Eh: 0.0428
Frontier orbital gap, eV: 10.26
Structure (SMILES): C=NN1C[C@@H]1C

Element x y z (Å)
C  -2.5808  -0.2333  -0.0443
N  -1.5446  -0.9562  -0.0548
N  -0.4553  -0.1811  -0.5523
C  -0.0298  1.1302  -0.0184
C  0.6960  -0.1226  0.3956
C  2.0848  -0.5696  -0.1411
H  -3.4136  -0.7254  0.3939
H  -2.5404  0.8273  -0.4362
H  0.3762  1.8793  -0.7466
H  -0.5690  1.7151  0.7713
H  0.4370  -0.5072  1.3750
H  2.0990  -1.6717  -0.3850
H  2.9587  -0.4354  0.5585
H  2.4820  -0.1493  -1.1155

Forces on atoms 1 to 2 (eV/Å):
C 0.1 0.5 -0.2
N 0.8 2.1 -0.1

---

DFT (ωB97M-V with the def2-TZVPD basis set) results for the molecule C4H8N2 in a non-equilibrium geometry.

Computed properties:
Multiplicity: 1
ΔE to the lowest compared entry with this formula, charge and spin, kJ/mol: 406.8
Total energy, hartree: -266.56706
Lowest unoccupied orbital energy, Eh: 0.0441
Frontier orbital gap, eV: 10.22
Structure (SMILES): C1N[C@H]1[C@H]1CN1

Element x y z (Å)
C  1.5782  0.2830  -0.8422
N  1.6944  0.1327  0.6011
C  0.5963  -0.5470  -0.1211
C  -0.5784  0.2430  0.3800
C  -1.8894  0.2165  -0.3744
N  -1.7186  -0.5665  0.8470
H  2.3499  -0.1958  -1.4298
H  1.2584  1.2714  -1.1793
H  2.4637  -0.3811  0.9974
H  0.5951  -1.6284  -0.2053
H  0.3821  0.8777  0.9975
H  -2.0173  -0.3964  -1.2778
H  -2.5624  1.0744  -0.3638
H  -2.2000  -0.1099  1.6156

Forces on atoms 1 to 2 (eV/Å):
C 0.4 0.1 -0.2
N 0.7 -0.2 0.2